# 1
Computed, not measured: a structure of composition C31H52I2N2O5RuS2Si, with ωB97M-V/def2-TZVPD.

Each line ends with the Löwdin charge.
Atoms and positions in Å:
I -3.06 1.69 3.40  0.99
I -0.53 -0.94 8.17  0.91
Ru -1.33 -1.50 0.98  1.07
S 1.94 -2.22 2.49  0.98
S -1.65 0.36 -0.22  0.39
Si -0.86 1.60 -1.79  -0.09
O -2.67 -1.23 2.33  -0.33
O -0.69 0.70 -3.14  -0.14
O -2.13 2.58 -1.93  -0.16
O 0.56 2.34 -1.55  -0.14
O 0.88 -1.99 1.43  -0.62
N -1.55 -3.43 1.98  -0.16
N -1.73 -2.89 -0.51  -0.02
C -2.14 4.96 -2.14  -0.02
C -1.08 -2.21 5.48  -0.15
C -1.52 -2.28 4.17  -0.18
C -1.35 -4.16 -0.28  -0.23
C -2.24 -3.48 -2.76  -0.03
C 2.41 1.23 3.99  -0.09
C -1.22 -1.04 6.21  -0.74
C 2.15 2.23 0.18  -0.02
C 3.44 -1.96 -0.63  -0.11
C -1.77 3.52 -4.15  -0.03
C -0.10 -0.81 -4.85  -0.02
C 1.26 0.31 3.61  -0.26
C 4.04 -2.31 0.72  -0.28
C -2.50 3.65 -2.82  -0.62
C 1.29 -0.66 -2.77  -0.04
C -1.24 -3.55 3.41  -0.12
C -2.18 -2.56 -1.73  -0.10
C 1.16 3.15 -0.53  -0.63
C 3.46 -1.49 1.88  -0.34
C 1.89 4.27 -1.23  -0.01
C 0.11 3.70 0.43  -0.02
C -1.81 -4.78 -2.54  -0.02
C -1.36 -5.12 -1.27  0.00
C -0.95 -4.47 1.14  -0.13
C 0.46 0.12 -3.79  -0.62
C -4.00 3.53 -3.01  -0.02
C 1.56 -1.16 3.90  -0.32
C -2.14 -1.18 3.57  -0.40
C -2.25 0.01 4.31  -0.66
C 1.30 1.22 -4.43  -0.02
C -1.80 0.08 5.62  -0.23
H 0.68 -1.44 -2.30  0.08
H -0.64 4.26 -0.12  0.06
H 2.41 -1.30 4.58  0.11
H 3.26 -0.46 1.60  0.09
H 3.81 -2.64 -1.41  0.08
H -0.69 -0.24 -5.57  0.09
H -2.47 5.81 -2.75  0.10
H 2.62 1.16 5.06  0.08
H -2.62 -3.17 -3.72  0.12
H -1.06 5.04 -2.00  0.06
H -0.60 -3.07 5.94  0.12
H 2.14 -1.14 -3.26  0.10
H 2.87 1.84 -0.53  0.09
H -2.09 4.32 -4.83  0.10
H -2.49 -1.53 -1.86  0.07
H 2.17 2.27 3.78  0.08
H -1.98 2.56 -4.62  0.09
H 5.12 -2.14 0.70  0.11
H 0.14 -4.43 1.25  0.12
H 2.69 2.78 0.96  0.09
H 1.67 0.00 -1.99  0.07
H -4.50 3.56 -2.04  0.09
H 1.68 1.91 -3.68  0.08
H -1.05 -6.13 -1.04  0.13
H 0.58 4.37 1.14  0.10
H 3.91 -3.38 0.94  0.10
H -0.18 -3.81 3.50  0.11
H -0.39 2.90 0.97  0.06
H 0.98 0.43 2.56  0.08
H -0.69 3.62 -4.02  0.08
H 2.35 -2.03 -0.62  0.04
H -1.29 -5.47 1.42  0.14
H 4.13 -1.50 2.75  0.10
H -1.81 -4.39 3.83  0.15
H -4.37 4.35 -3.63  0.09
H 1.19 4.90 -1.78  0.08
H -0.74 -1.56 -4.39  0.06
H 3.71 -0.95 -0.93  0.08
H 3.33 0.99 3.46  0.07
H 0.71 -1.67 4.36  0.04
H -4.24 2.58 -3.49  0.09
H 2.62 3.87 -1.94  0.09
H 2.42 4.90 -0.51  0.09
H -1.90 1.00 6.18  0.09
H -1.83 -5.51 -3.33  0.12
H -2.63 5.03 -1.17  0.10
H 2.15 0.78 -4.96  0.09
H -2.56 -3.48 1.89  0.14
H 0.70 1.77 -5.15  0.09
H 0.71 -1.32 -5.38  0.09
H 1.61 1.39 0.63  0.07
H 0.38 0.58 4.19  0.09

The energy relative to the best compared isomer or geometry (same formula, charge and spin) comes out at 12.28 kcal per mole. The total charge is +1. As for the total energy: -3474.2484 Eh. As for the largest force on an atom: 0.98 eV/A. The LUMO energy (spin up / spin down) is -3.7 / -3.5 eV. As for the spin multiplicity: 2.

***

# 2
Computed, not measured: a structure of composition C31H53BeCl2F4ILiN2O18P2S in a non-equilibrium geometry, with ωB97M-V/def2-TZVPD.

Each line ends with the Löwdin charge.
Atoms and positions in Å:
I 6.06 3.27 6.98  0.97
Cl 1.13 -1.13 2.39  0.10
Cl 2.41 6.08 5.55  0.31
S 1.67 1.33 5.38  0.64
P 3.99 4.87 5.02  0.60
P -3.30 4.21 5.77  0.33
F -2.03 -6.48 -6.10  0.14
F -2.88 -5.42 -7.77  0.14
F 0.92 -1.80 0.00  -0.59
F -3.98 -7.01 -6.83  0.14
O -3.50 5.56 6.53  -0.19
O -0.70 -7.70 -8.14  -0.08
O -2.07 4.53 4.81  -0.19
O -7.41 5.14 6.83  -0.06
O -0.52 0.38 -9.83  -0.19
O -0.19 -1.78 -3.98  0.04
O 3.11 0.85 4.83  -0.14
O 0.41 -2.84 -2.21  0.03
O 4.08 4.98 3.39  -0.32
O -4.48 3.67 5.10  -0.22
O -2.64 -7.65 -9.34  0.06
O 1.37 0.78 6.65  -0.19
O 6.41 0.17 2.98  -0.11
O 0.54 1.03 4.56  -0.29
O -2.67 3.28 6.90  -0.20
O -1.67 -0.33 3.90  0.25
O 1.93 2.91 5.44  -0.19
O 6.83 -1.95 2.58  0.13
N -0.47 -2.27 -8.71  0.05
N -0.35 -2.64 -3.12  -0.35
C 1.51 1.95 0.58  -0.16
C -1.78 -4.42 -2.23  0.00
C 2.13 3.21 2.48  -0.02
C 3.18 3.41 7.87  -0.30
C 1.44 3.09 1.31  -0.03
C -1.17 0.12 -8.61  -0.21
C -3.01 1.89 6.93  -0.10
C -1.56 -3.47 -3.20  -0.15
C 5.94 0.80 4.20  -0.14
C -1.38 0.55 -10.95  -0.10
C 3.96 2.71 6.73  -0.62
C 0.12 -5.37 -8.13  -0.09
C -2.44 -3.27 -4.25  0.00
C 0.01 -6.70 -8.85  -0.24
C 3.69 2.06 4.23  -0.35
C -3.83 -5.00 -3.33  -0.06
C 2.88 2.14 2.90  -0.15
C -1.40 3.43 4.23  -0.09
C 2.91 0.99 2.12  -0.18
C 3.36 3.09 5.31  -0.57
C -2.80 -1.77 -9.18  -0.06
C -2.93 -5.19 -2.29  -0.06
C 2.22 0.90 0.95  -0.26
C -1.57 -1.35 -8.39  -0.42
C 7.14 -0.97 3.18  -0.30
C -2.11 -7.72 -8.16  -0.46
C 2.47 2.42 8.83  -0.07
C -4.44 6.51 5.96  -0.06
C 5.17 2.04 3.78  -0.09
C -3.59 -4.05 -4.31  -0.06
C -2.76 -6.62 -7.21  -0.56
Be 0.12 0.19 -0.47  0.82
Li 4.93 -0.40 1.49  0.80
H -2.25 -2.53 -5.01  0.11
H 5.19 2.06 2.70  0.12
H -0.87 1.18 -11.67  0.09
H 6.82 1.08 4.78  0.10
H 2.20 0.00 0.35  0.05
H -5.45 6.25 6.27  0.06
H -1.59 -0.41 -11.43  0.08
H -0.78 -4.77 -8.23  0.03
H 2.88 2.51 9.83  0.08
H 2.64 1.40 8.53  0.06
H 0.81 3.88 0.95  0.13
H -3.13 -5.93 -1.53  0.11
H 2.05 4.11 3.06  0.10
H -1.08 -4.56 -1.42  0.12
H 1.02 -7.10 -8.96  0.11
H 0.93 -4.78 -8.54  0.07
H 5.39 0.10 4.82  0.14
H -3.40 1.55 5.96  0.07
H -4.19 7.50 6.34  0.09
H -0.37 -6.58 -9.87  0.12
H -2.09 2.60 4.03  0.08
H 2.46 4.13 7.50  0.07
H -6.93 4.40 6.44  0.03
H 0.33 -2.05 -8.12  0.08
H 3.88 3.96 8.49  0.06
H -0.14 -2.04 -9.65  0.08
H -7.68 4.82 7.70  0.04
H -4.38 6.52 4.88  0.09
H -3.77 1.72 7.69  0.10
H -0.61 3.08 4.89  0.06
H 1.40 2.60 8.86  0.08
H 7.99 -0.98 3.87  0.17
H -2.59 -1.93 -10.24  0.07
H -1.31 0.27 4.59  0.12
H -2.03 0.79 -8.48  0.12
H -2.20 -1.05 4.30  0.18
H 0.30 -5.52 -7.06  0.08
H 5.72 2.91 4.09  0.07
H 0.96 1.76 -0.35  0.03
H -1.80 -1.46 -7.33  0.12
H -3.60 -1.03 -9.10  0.08
H -4.73 -5.60 -3.38  0.11
H 4.75 5.65 3.22  0.07
H -0.92 -0.69 3.36  0.02
H -3.19 -2.72 -8.79  0.07
H -0.96 3.75 3.28  0.09
H 3.95 1.64 6.89  0.07
H -0.45 0.39 -7.83  0.12
H -2.32 1.04 -10.67  0.09
H 3.48 0.12 2.44  0.06
H -2.33 -8.65 -7.58  0.19
H -2.11 1.32 7.17  0.09
H -4.28 -3.91 -5.12  0.11

The total charge is +1. As for the total energy: -5396.9455 Eh. As for the largest force on an atom: 4.28 eV/A. The LUMO energy is -6.6 eV.

***

# 3
Computed, not measured: a structure of composition C31H53Br6N2O13Zr in a non-equilibrium geometry, with ωB97M-V/def2-TZVPD.

Each line ends with the Löwdin charge.
Atoms and positions in Å:
Zr -1.11 0.94 -0.74  2.09
Br 1.81 -0.61 7.32  0.52
Br 4.57 0.05 5.63  0.55
Br 4.58 -2.63 2.25  0.55
Br 6.33 -2.27 -0.54  0.61
Br 6.74 -0.03 1.92  0.51
Br 3.38 -2.91 5.31  0.48
O -1.00 0.12 -2.78  -0.38
O -3.07 -2.65 3.66  0.03
O -0.62 -0.84 0.61  -0.09
O 2.15 -4.99 -0.51  0.06
O 4.28 -5.46 -0.80  0.08
O 1.35 4.41 -2.63  0.10
O -0.87 -1.77 4.14  0.07
O 2.19 3.50 -0.88  0.11
O 0.89 0.14 -0.23  -0.11
O -1.38 -3.58 2.72  0.06
O 3.41 -3.57 -1.70  0.09
O -1.13 2.48 0.90  -0.38
O 0.40 2.48 -1.82  0.01
N -0.89 -0.67 -3.97  -0.08
N -1.02 3.29 2.11  -0.07
C -1.73 4.88 4.51  -0.13
C 2.96 4.59 -1.14  -0.15
C -3.63 -3.77 3.11  -0.18
C -0.49 5.45 0.69  -0.01
C -2.13 -0.48 -4.86  -0.45
C 3.72 -6.59 -0.11  -0.11
C 2.43 -6.08 0.37  -0.13
C 2.93 -1.00 5.66  -1.48
C -0.47 -3.07 -2.99  -0.02
C 0.30 -2.36 -5.33  -0.20
C -3.12 2.17 3.18  0.00
C -2.83 4.84 1.46  -0.06
C -1.39 4.72 1.84  -0.49
C 0.03 -1.84 -3.91  -0.39
C -2.24 1.05 -5.09  -0.04
C 1.64 -1.79 1.10  0.02
C -3.42 -1.15 -4.27  -0.01
C -1.15 5.49 3.11  -0.12
C -0.88 -2.38 -6.17  -0.22
C 0.60 -0.83 0.50  -0.64
C -2.45 -4.38 2.39  -0.12
C -1.31 3.42 4.63  -0.17
C -0.61 1.29 3.68  -0.04
C 1.22 3.39 -1.79  -0.49
C -1.71 -1.05 -6.24  -0.11
C 3.30 -4.61 -1.08  -0.60
C -1.66 -2.53 3.47  -0.39
C 5.51 -1.37 1.00  -1.44
C 1.48 -1.46 -3.29  -0.01
C -1.56 2.55 3.34  -0.37
C 2.14 5.45 -2.07  -0.08
H -3.82 -0.54 -3.46  0.07
H -2.21 -5.38 2.75  0.15
H -0.97 -2.72 -2.08  0.06
H -1.33 -3.57 -3.43  0.05
H -1.16 -0.45 -6.96  0.12
H -2.73 1.52 -4.23  0.05
H -0.69 6.52 0.67  0.08
H 2.06 -1.25 1.95  0.07
H 0.48 1.40 3.65  0.08
H 3.78 -7.48 -0.73  0.14
H 0.11 -3.96 -2.74  0.08
H -1.25 1.50 -5.01  0.09
H -3.44 4.86 2.37  0.08
H 0.61 -3.40 -5.35  0.13
H -1.46 6.52 3.00  0.12
H -0.90 0.52 2.98  0.03
H -4.11 -1.07 -5.12  0.08
H 2.42 -5.80 1.42  0.14
H 2.42 -2.19 0.45  0.04
H -3.36 -2.22 -4.07  0.08
H -0.75 0.86 4.67  0.07
H 0.98 -1.70 -5.88  0.13
H -3.10 5.82 1.07  0.09
H -3.57 2.34 4.16  0.08
H 2.36 -0.86 4.74  -0.06
H -3.59 2.73 2.38  0.05
H 1.71 -0.40 -3.34  0.07
H 2.65 5.89 -2.94  0.15
H -1.24 5.34 5.37  0.11
H 3.84 4.24 -1.68  0.15
H -3.13 4.06 0.76  0.07
H 1.67 6.24 -1.49  0.13
H 0.58 5.23 0.60  0.06
H -0.87 5.23 -0.30  0.07
H -3.30 1.10 3.01  0.06
H -2.86 1.45 -5.89  0.09
H -2.63 -1.35 -6.74  0.11
H 3.21 5.24 -0.31  0.15
H -1.45 -3.23 -5.79  0.11
H 2.33 -2.02 -3.67  0.08
H 1.75 -6.92 0.22  0.14
H -0.07 5.54 3.27  0.11
H -1.92 3.00 5.42  0.11
H -0.58 -2.74 -7.16  0.12
H -2.82 4.98 4.52  0.10
H 4.68 -0.84 0.55  -0.05
H -2.80 -4.24 1.37  0.14
H 1.51 -1.74 -2.23  0.04
H 1.08 -2.68 1.40  0.09
H 4.23 -6.79 0.84  0.14
H -0.29 3.35 5.00  0.12
H -4.10 -4.44 3.83  0.13
H -4.45 -3.41 2.48  0.13

The total charge is +1. As for the total energy: -17791.3407 Eh. As for the largest force on an atom: 6.79 eV/A. The LUMO energy is -4.0 eV.

***

# 4
Computed, not measured: a structure of composition C31H53BrNO3P3Pb in a non-equilibrium geometry, with ωB97M-V/def2-TZVPD.

Each line ends with the Löwdin charge.
Atoms and positions in Å:
Pb 0.04 0.03 -0.02  1.07
Br 3.84 -0.88 -6.80  0.81
P 0.18 2.58 -0.83  0.82
P -1.56 0.06 2.11  0.84
P 2.16 -1.32 0.99  0.63
O 3.19 -0.05 0.87  -0.32
O 2.65 -2.25 -0.27  -0.31
O 2.68 -2.07 2.32  -0.32
N -5.21 -2.56 -0.68  0.09
C 0.50 -1.59 -4.44  0.00
C 2.22 4.25 -1.81  -0.13
C -5.02 -1.38 -1.27  -0.11
C -1.78 1.57 4.49  -0.12
C -3.75 -0.90 -1.61  -0.02
C -1.83 -1.69 2.57  -0.38
C 2.97 1.08 1.83  -0.25
C 1.91 3.15 -0.79  -0.39
C -2.85 -2.98 -0.73  -0.02
C -0.79 0.98 3.48  -0.38
C 2.04 -0.28 -3.09  -0.04
C 2.78 -4.30 -1.52  -0.06
C 2.93 -0.23 -4.17  -0.09
C -1.32 -1.36 -1.78  -0.09
C 4.30 -2.94 3.82  -0.07
C 2.61 -0.89 -5.36  -0.66
C 3.40 0.73 3.24  -0.07
C -4.17 -3.35 -0.44  -0.11
C -3.12 0.84 1.57  -0.39
C 1.39 -1.58 -5.50  -0.09
C -0.55 5.09 0.20  -0.13
C 0.81 -0.94 -3.23  -0.25
C -4.37 0.36 2.30  -0.12
C -0.46 2.52 -2.54  -0.38
C -1.07 3.83 -3.03  -0.13
C -2.63 -1.75 -1.40  -0.24
C 4.07 -2.56 2.39  -0.25
C 1.91 -3.50 -0.58  -0.25
C -0.89 3.61 0.24  -0.40
C -2.30 -1.90 4.01  -0.12
C -0.18 -1.00 -2.18  -0.21
H 2.30 0.19 -2.15  0.09
H -2.02 -3.63 -0.46  0.12
H 0.35 2.19 -3.21  0.09
H -1.55 -1.55 4.73  0.08
H 2.78 -0.07 3.67  0.07
H 2.07 3.91 -2.84  0.08
H 4.77 -1.78 2.06  0.12
H 4.46 0.44 3.28  0.10
H -0.34 4.65 -3.06  0.07
H -4.37 -4.33 0.00  0.12
H 3.86 0.31 -4.08  0.11
H 3.68 -4.64 -0.99  0.09
H 2.54 2.26 -0.97  0.07
H -4.33 0.56 3.38  0.07
H 3.28 4.52 -1.71  0.09
H -5.90 -0.78 -1.50  0.12
H -2.44 -2.97 4.19  0.09
H 2.15 3.49 0.23  0.09
H 3.08 -3.74 -2.41  0.09
H 1.90 1.33 1.84  0.06
H -0.19 1.79 3.01  0.06
H 0.95 -3.23 -1.06  0.09
H 1.15 -2.09 -6.42  0.11
H -2.54 -2.14 1.86  0.07
H -5.24 0.89 1.91  0.09
H -1.43 3.69 -4.06  0.09
H 3.29 1.60 3.89  0.10
H -2.46 2.28 4.02  0.08
H -3.26 -1.41 4.22  0.07
H 0.47 5.29 0.54  0.08
H -1.95 3.44 -0.05  0.09
H 2.24 -5.19 -1.85  0.09
H 1.72 -4.05 0.36  0.12
H -4.54 -0.71 2.13  0.08
H 3.71 -3.83 4.06  0.09
H -0.79 3.21 1.27  0.06
H -0.68 5.52 -0.80  0.07
H -0.86 -2.19 2.40  0.08
H -0.46 -2.09 -4.51  0.13
H 1.63 5.16 -1.63  0.07
H -1.93 4.13 -2.42  0.07
H 4.13 -3.42 1.71  0.12
H -3.02 1.94 1.65  0.08
H 4.02 -2.13 4.50  0.08
H -3.21 0.62 0.49  0.05
H -2.36 0.79 5.00  0.07
H 5.35 -3.17 3.98  0.09
H -0.06 0.32 3.99  0.10
H -1.22 2.11 5.26  0.09
H 3.53 1.92 1.40  0.12
H -1.23 5.63 0.87  0.09
H -1.21 1.71 -2.56  0.07
H -3.64 0.08 -2.06  0.12

The total charge is +2. As for the total energy: -5283.8573 Eh. As for the largest force on an atom: 4.84 eV/A. The LUMO energy is -6.2 eV.